1.
{"formula": "C31H71N7O7", "method": "ωB97M-V with the def2-TZVPD basis set", "total_energy_ha": -2133.46841, "spin_multiplicity": 1, "smiles": "CC1(C)CCCC(C)(C)N1O.CC1(C)CCCC(C)(C)N1O.CC1(C)CCCC(C)(C)N1O.NC(N)=O.NC(N)=O.OCCO", "homo_lumo_gap_ev": 8.05, "lumo_ev": 0.32, "elements": ["C", "C", "C", "C", "C", "C", "C", "C", "C", "N", "O", "H", "H", "H", "H", "H", "H", "H", "H", "H", "H", "H", "H", "H", "H", "H", "H", "H", "H", "H", "C", "C", "C", "C", "C", "C", "C", "C", "C", "N", "O", "H", "H", "H", "H", "H", "H", "H", "H", "H", "H", "H", "H", "H", "H", "H", "H", "H", "H", "H", "C", "C", "C", "C", "C", "C", "C", "C", "C", "N", "O", "H", "H", "H", "H", "H", "H", "H", "H", "H", "H", "H", "H", "H", "H", "H", "H", "H", "H", "H", "N", "C", "N", "O", "H", "H", "H", "H", "N", "C", "N", "O", "H", "H", "H", "H", "O", "C", "C", "O", "H", "H", "H", "H", "H", "H"], "xyz": [[-18.92291, -13.60629, -10.79691], [-19.44256, -14.66829, -9.77703], [-21.02358, -14.84589, -10.05057], [-18.63317, -16.02342, -9.91215], [-18.93178, -17.03055, -8.88106], [-18.51798, -16.41855, -7.48411], [-19.31368, -15.17538, -7.15689], [-20.73025, -15.54461, -6.54716], [-18.46781, -14.46764, -6.15178], [-19.27747, -14.30223, -8.37196], [-19.79661, -13.01738, -8.12260], [-19.54523, -13.81944, -11.66604], [-19.10072, -12.55747, -10.55930], [-17.83526, -13.64136, -10.85914], [-21.13378, -15.16115, -11.08815], [-21.50553, -15.54738, -9.36959], [-21.55008, -13.89537, -9.96448], [-18.85681, -16.53432, -10.84866], [-17.57817, -15.75132, -9.94451], [-19.92546, -17.47037, -8.96627], [-18.24926, -17.86686, -9.03220], [-17.44324, -16.23683, -7.48610], [-18.76508, -17.17113, -6.73533], [-20.42235, -16.01483, -5.61324], [-21.30961, -16.14623, -7.24751], [-21.26116, -14.62807, -6.28989], [-17.55148, -13.96596, -6.46283], [-18.12454, -15.12200, -5.35048], [-19.02484, -13.78092, -5.51441], [-20.67764, -13.25760, -7.82652], [-13.82599, -20.16662, -10.56536], [-14.12013, -19.78863, -9.08222], [-15.56858, -19.83972, -8.82868], [-13.49435, -20.89301, -8.24113], [-13.20826, -20.64612, -6.76701], [-12.42621, -19.28784, -6.65236], [-13.24451, -18.09224, -7.32284], [-14.47880, -17.72401, -6.50948], [-12.26912, -16.88790, -7.34466], [-13.63131, -18.44883, -8.71118], [-14.40148, -17.42287, -9.28148], [-14.19321, -21.14771, -10.86654], [-14.08403, -19.35716, -11.24822], [-12.75647, -20.25485, -10.75624], [-15.82363, -19.77836, -7.77072], [-16.15011, -19.01646, -9.24361], [-16.00124, -20.75195, -9.23945], [-14.15779, -21.75193, -8.34210], [-12.65517, -21.46754, -8.63331], [-14.13805, -20.70470, -6.20119], [-12.57089, -21.44818, -6.39478], [-11.35715, -19.25433, -6.86231], [-12.31816, -19.07060, -5.58970], [-15.27635, -17.16612, -7.00017], [-14.24430, -17.05369, -5.68257], [-15.07736, -18.54465, -6.11404], [-11.85921, -16.61773, -6.37148], [-12.72674, -15.99624, -7.77319], [-11.42218, -17.14746, -7.97981], [-14.13552, -17.30422, -10.19624], [-16.41392, -10.16694, -6.56508], [-15.65040, -8.88747, -6.77006], [-16.52339, -7.85715, -7.52117], [-15.40045, -8.27589, -5.34630], [-14.07604, -8.71274, -4.69794], [-12.88641, -8.45776, -5.53762], [-13.08610, -9.29592, -6.92276], [-11.97977, -8.57187, -7.72992], [-12.77362, -10.78039, -6.76788], [-14.38656, -9.04489, -7.52833], [-14.47388, -9.16731, -8.85836], [-16.79643, -10.60351, -7.48769], [-15.87378, -10.94071, -6.01952], [-17.29549, -9.97970, -5.95199], [-16.70487, -8.24203, -8.52469], [-17.46828, -7.80643, -6.98015], [-16.02665, -6.89469, -7.64367], [-15.42960, -7.18629, -5.35023], [-16.02644, -8.89186, -4.70069], [-14.01372, -8.14980, -3.76665], [-14.00555, -9.74659, -4.35986], [-11.90457, -8.57840, -5.07987], [-12.84395, -7.36894, -5.56532], [-11.02474, -8.46849, -7.21481], [-12.25690, -7.55382, -8.00357], [-11.93181, -9.02713, -8.71913], [-12.91599, -11.24341, -7.74432], [-13.49788, -11.33847, -6.17450], [-11.91777, -11.11554, -6.18196], [-14.52221, -10.12270, -8.93884], [-12.13776, -11.69375, -10.85340], [-10.93609, -12.09351, -11.06951], [-10.63836, -12.99851, -10.25026], [-10.09179, -11.57709, -11.75628], [-12.40253, -10.86177, -11.36114], [-12.69075, -12.34464, -10.31429], [-9.68859, -13.30288, -10.40964], [-11.23229, -13.38133, -9.52860], [-15.79284, -12.26802, -8.91110], [-14.86249, -13.12868, -9.27546], [-15.40037, -14.17587, -9.79961], [-13.67979, -13.04580, -9.09514], [-15.47849, -11.38350, -8.53839], [-16.77554, -12.41352, -9.09342], [-14.73767, -14.93805, -9.79577], [-16.35648, -14.49702, -9.74665], [-15.52045, -11.50745, -14.63848], [-16.12373, -10.63506, -13.76163], [-15.35732, -10.65699, -12.48501], [-16.11579, -9.87690, -11.56168], [-15.27357, -11.00511, -15.41841], [-16.18752, -9.62182, -14.15833], [-17.13622, -10.97721, -13.54741], [-14.30736, -10.37888, -12.57622], [-15.28689, -11.68802, -12.13842], [-16.72866, -10.43973, -11.08293]], "atomic_forces_ev_per_a": [[-0.45, -0.35, 1.27], [-1.84, -1.02, 0.79], [1.48, -0.02, -0.41], [-1.19, 1.35, -1.72], [1.48, -0.15, 2.12], [-1.67, -1.73, -1.43], [0.24, 0.43, -1.34], [1.81, 0.95, -0.68], [0.11, 0.90, 2.75], [1.82, 0.41, -0.17], [-0.24, -0.53, 0.33], [0.99, 0.07, -0.61], [-0.58, -0.13, 0.53], [-0.06, -0.47, -0.85], [-0.30, -0.26, 0.04], [0.19, -0.15, -0.12], [0.20, 0.16, 0.08], [0.02, 0.57, -0.56], [0.01, -0.28, 0.17], [-0.22, 0.41, 0.32], [0.00, -0.21, -0.10], [-0.05, 0.09, -0.06], [0.33, 0.04, 0.30], [-0.69, -0.42, -0.04], [0.02, -0.21, 0.43], [-0.19, -0.02, -0.02], [-0.32, -0.03, -0.70], [0.04, -0.77, -0.18], [-0.24, 0.62, -0.44], [-0.68, 0.74, 0.12], [1.11, 0.93, 0.16], [0.79, -0.14, -0.21], [-2.61, -0.13, 0.16], [0.29, -1.89, 0.45], [1.05, 0.93, -0.78], [-1.94, 0.24, 0.79], [0.59, -0.25, 0.23], [-1.04, 0.39, 0.96], [-0.11, -0.17, -0.75], [2.54, -0.62, -0.55], [-0.95, 0.46, 0.36], [-0.65, 0.27, 0.12], [-0.74, -0.23, -0.15], [0.31, 0.07, 0.50], [0.23, -0.32, 0.17], [0.32, 0.11, -0.40], [-0.06, -0.12, 0.12], [-0.82, 0.10, 0.31], [0.87, 1.19, -0.66], [0.11, 0.58, 0.27], [-0.05, -0.07, 0.03], [-0.16, -0.56, -1.25], [-0.64, 0.39, 0.32], [0.46, 0.20, -0.89], [0.34, -0.25, 0.28], [0.53, -0.45, 0.22], [-0.30, -0.23, 0.20], [-0.14, 0.01, 0.04], [0.03, -0.02, -0.09], [0.58, -0.28, -0.05], [-0.86, -0.76, 0.05], [0.88, 1.57, -0.04], [0.07, -1.12, -0.23], [1.56, -2.33, -0.39], [0.47, -0.03, 1.30], [-0.88, -0.17, -0.89], [2.12, 2.82, 1.57], [-0.72, -0.22, -1.57], [-1.09, -0.69, 0.50], [0.26, 1.64, 4.24], [-0.19, -0.87, -1.58], [-0.01, 0.14, 0.00], [0.38, 0.03, -0.11], [-0.18, 0.13, -0.08], [-0.23, 0.09, -0.06], [-0.07, 0.43, -0.11], [-0.05, -0.03, 0.33], [-0.53, -0.19, 0.21], [-1.15, 1.37, 0.16], [0.06, 0.13, 0.23], [-0.77, -0.37, -0.18], [-0.05, -1.23, 0.09], [-0.25, 0.35, -1.53], [-0.02, -0.65, -0.10], [-0.45, 0.15, 0.45], [0.80, -0.34, 0.01], [0.88, -0.20, -0.09], [-0.91, 0.45, 0.16], [0.88, 0.60, -0.83], [0.20, -0.14, -1.38], [-3.81, 2.27, -1.13], [0.85, 3.14, -1.19], [3.40, -6.28, 3.80], [1.32, 1.14, -2.38], [-0.64, -0.38, 0.32], [-0.91, 0.96, -0.17], [-0.20, -0.51, 0.70], [0.26, 0.06, -0.25], [-0.59, 2.97, 0.86], [-1.49, 0.59, 0.97], [-0.39, -5.24, -2.29], [2.51, 0.66, 0.66], [-0.57, -0.43, 0.09], [0.20, 0.06, 0.17], [-0.17, -0.26, -0.29], [0.14, 0.69, 0.30], [0.65, -0.73, -1.65], [-0.30, 0.45, 0.37], [-0.70, -0.54, 0.97], [0.70, 0.48, 0.42], [0.13, -0.32, -0.11], [-0.04, 0.14, 0.05], [-0.25, 0.06, 0.03], [-0.20, 0.81, 0.00], [-0.13, -0.30, 0.02], [0.11, -0.10, -0.08]]}

2.
{"formula": "C8H28BrN2O5", "method": "ωB97M-V with the def2-TZVPD basis set", "total_energy_ha": -3381.36367, "spin_multiplicity": 1, "charge": -1, "homo_lumo_gap_ev": 8.15, "lumo_ev": 2.81, "elements": ["Br", "O", "H", "H", "O", "H", "H", "O", "H", "H", "C", "C", "C", "O", "C", "N", "H", "H", "H", "H", "H", "H", "H", "H", "H", "H", "H", "C", "C", "C", "O", "C", "N", "H", "H", "H", "H", "H", "H", "H", "H", "H", "H", "H"], "xyz": [[-0.65268, 1.94341, 0.72521], [-2.59282, 0.30056, 2.95790], [-2.66944, 1.00610, 2.31556], [-1.92838, -0.28438, 2.59377], [-3.04024, 4.64108, 0.59522], [-3.54483, 4.84931, 1.38151], [-2.45304, 3.93559, 0.86672], [1.21112, 4.38678, -0.50415], [0.63634, 3.72687, -0.11635], [1.63416, 4.80658, 0.24488], [-2.49078, 1.52475, -3.47696], [-1.22281, 0.69986, -3.35303], [-0.82830, -0.08284, -4.57586], [0.32119, -0.92315, -4.32267], [0.67606, -1.52394, -5.55481], [-0.16861, 1.48205, -2.77669], [-3.37572, 0.93255, -3.70995], [-2.44359, 2.27938, -4.26207], [-2.67204, 1.92972, -2.48134], [-1.53931, -0.04175, -2.61960], [-0.61048, 0.57029, -5.42089], [-1.74075, -0.59306, -4.88440], [-0.03951, -2.19741, -6.02651], [1.49991, -2.21099, -5.36158], [1.07240, -0.83099, -6.29700], [-0.32893, 1.45188, -1.77995], [0.63879, 0.89873, -2.94385], [2.75192, -0.66985, 4.40024], [1.49366, -0.89931, 3.46493], [0.99374, -2.36602, 3.39266], [2.07685, -3.22840, 2.96464], [1.55715, -4.56078, 2.55155], [0.53737, 0.09791, 3.92550], [2.55034, -0.68513, 5.47133], [3.43052, 0.17958, 4.32229], [3.51425, -1.41631, 4.17716], [1.81795, -0.61852, 2.46288], [0.13955, -2.40442, 2.71666], [0.49007, -2.56386, 4.33886], [2.36791, -5.28765, 2.50224], [1.19490, -4.60521, 1.52446], [0.79182, -4.98975, 3.19836], [-0.08007, 0.39796, 3.18465], [1.02436, 0.94277, 4.18846]], "atomic_forces_ev_per_a": [[-0.21, -0.11, 0.20], [-0.56, -0.34, 0.60], [0.31, 0.27, -0.41], [0.12, 0.03, -0.21], [-0.42, 0.47, -0.17], [-0.10, 0.04, 0.16], [0.60, -0.59, -0.06], [0.59, 0.69, -0.47], [-0.53, -0.65, 0.23], [0.04, 0.04, 0.17], [-0.31, -0.07, -0.47], [-1.12, -0.64, 0.69], [0.01, 0.73, 0.07], [-1.46, 0.11, -1.30], [1.41, -0.90, 0.40], [0.60, -0.16, -0.72], [0.01, -0.40, -0.05], [0.23, 0.38, 0.27], [0.02, 0.50, -0.22], [0.09, -0.70, 0.16], [0.37, 0.37, -0.09], [0.14, -0.89, -0.03], [-0.83, 0.40, 0.16], [0.26, 0.10, 0.33], [-0.32, 0.44, -0.02], [0.26, 0.51, 0.46], [0.67, 0.26, 0.32], [0.63, -1.48, -0.31], [2.13, 1.50, 0.41], [0.12, 1.24, 0.06], [-2.02, -1.58, 0.08], [0.90, 0.78, -0.01], [-0.89, -0.63, 0.18], [-0.52, -0.43, 0.00], [-0.93, 0.95, -0.86], [-0.25, -0.73, 0.24], [0.20, -0.27, -0.32], [0.16, 0.01, -0.69], [0.67, -0.78, 0.61], [0.43, 0.35, 0.52], [-0.38, 0.78, -0.09], [-0.04, 0.45, 0.31], [-0.21, 0.03, -0.19], [0.14, -0.09, 0.06]]}